No. 1
{
  "formula": "C52H56CsN8O3P3S2",
  "method": "the ωB97M-V functional and the def2-TZVPD basis",
  "species": ["Cs", "S", "S", "P", "P", "P", "O", "O", "O", "N", "N", "N", "N", "N", "N", "N", "N", "C", "C", "C", "C", "C", "C", "C", "C", "C", "C", "C", "C", "C", "C", "C", "C", "C", "C", "C", "C", "C", "C", "C", "C", "C", "C", "C", "C", "C", "C", "C", "C", "C", "C", "C", "C", "C", "C", "C", "C", "C", "C", "C", "C", "C", "C", "C", "C", "C", "C", "C", "C", "H", "H", "H", "H", "H", "H", "H", "H", "H", "H", "H", "H", "H", "H", "H", "H", "H", "H", "H", "H", "H", "H", "H", "H", "H", "H", "H", "H", "H", "H", "H", "H", "H", "H", "H", "H", "H", "H", "H", "H", "H", "H", "H", "H", "H", "H", "H", "H", "H", "H", "H", "H", "H", "H", "H", "H"],
  "xyz": [[0.00, 0.35, 0.46], [1.81, -2.78, -2.76], [-2.36, -6.69, 2.38], [-0.71, 3.38, -0.39], [0.66, -1.57, 3.13], [-1.99, -1.44, 2.31], [1.84, 1.72, -0.40], [-2.45, 0.85, 0.57], [4.43, 0.64, 0.02], [-2.32, -1.06, -4.46], [-1.64, -1.20, -2.50], [1.90, -3.46, -5.38], [2.64, -4.99, -4.03], [-0.64, -2.50, 2.52], [-2.83, -0.53, -5.60], [-1.78, -2.25, -4.42], [-2.26, -0.42, -3.33], [-3.87, 6.21, -0.12], [-4.14, 6.17, 1.24], [-3.45, -3.32, -1.11], [2.84, 6.19, -0.65], [0.62, -1.68, 5.90], [-2.26, 2.65, -4.67], [-4.68, -2.95, 5.74], [-3.13, -2.08, 3.61], [3.37, -3.09, 0.40], [-2.17, 4.52, 0.15], [-1.32, 3.13, -2.09], [-3.75, -1.93, 5.93], [3.02, -5.66, -2.82], [1.06, -2.34, 4.76], [1.68, 4.12, -0.70], [-2.45, 4.49, 1.51], [0.45, 6.16, -0.24], [1.20, 2.72, -0.78], [-2.99, -1.51, 4.86], [4.57, -2.15, 2.25], [-0.47, 3.23, -3.18], [1.65, -3.34, 7.29], [-3.12, 2.53, -3.59], [1.80, -3.52, 4.90], [2.76, -5.47, -5.31], [-4.07, -3.10, 3.42], [-1.35, -2.31, -3.17], [0.91, -2.18, 7.16], [-5.07, -1.77, -0.24], [-3.42, 5.32, 2.06], [-0.70, -3.96, 2.53], [2.12, -3.74, -4.06], [-2.89, 5.39, -0.66], [2.16, -2.17, 2.26], [-2.65, 2.77, -2.31], [-2.56, -2.96, -0.11], [3.37, -1.83, 2.86], [-4.83, -3.53, 4.49], [-1.11, -4.65, 3.84], [-4.70, -2.73, -1.18], [-1.14, -6.15, 3.64], [2.29, -4.53, -6.15], [4.58, -2.79, 1.02], [-0.94, 2.99, -4.46], [2.87, 4.81, -0.79], [2.17, -2.77, 1.01], [1.65, 6.85, -0.36], [-4.20, -1.46, 0.79], [-2.95, -2.07, 0.88], [-1.28, -7.04, 0.96], [2.09, -4.01, 6.16], [0.47, 4.80, -0.47], [-0.41, -4.41, 4.64], [3.37, -3.55, -0.57], [2.20, -4.53, -7.22], [-3.62, 5.30, 3.12], [-2.26, -0.71, 4.98], [3.75, 6.77, -0.72], [-4.43, 6.88, -0.76], [2.66, -4.93, 6.26], [0.06, -0.77, 5.80], [5.50, -1.89, 2.73], [-0.27, 3.09, -5.31], [-0.47, 6.68, 0.00], [-5.29, -3.28, 6.57], [-2.63, 0.60, -0.34], [0.28, -4.34, 2.23], [-3.64, -1.47, 6.90], [2.16, -4.04, 4.03], [-4.49, -0.74, 1.54], [0.56, 3.50, -3.03], [3.36, -1.33, 3.82], [2.94, -6.74, -2.95], [1.49, -2.60, -5.71], [1.65, 7.93, -0.24], [-0.85, -3.16, -2.76], [-4.15, 2.26, -3.73], [-3.31, -1.22, -6.16], [4.05, -5.41, -2.54], [1.90, -3.72, 8.27], [-2.67, 5.44, -1.72], [-3.39, 0.29, -5.37], [-1.42, -6.65, 4.56], [-5.39, -3.01, -1.96], [-1.45, -4.25, 1.78], [-2.10, -4.31, 4.14], [-3.16, -4.06, -1.84], [-1.89, 3.82, 2.15], [-2.12, 1.76, 0.52], [5.51, -3.04, 0.55], [-3.33, 2.70, -1.46], [-4.91, 6.80, 1.65], [-1.56, -3.37, -0.12], [-5.55, -4.32, 4.35], [4.17, -0.03, 0.66], [2.36, -5.32, -2.02], [3.81, 4.30, -0.98], [0.57, -1.65, 8.04], [-2.63, 2.49, -5.68], [-0.17, -6.53, 3.31], [3.61, 1.09, -0.22], [-0.81, -6.13, 0.60], [-6.03, -1.28, -0.32], [-1.91, -7.46, 0.19], [3.16, -6.45, -5.51], [-4.19, -3.57, 2.46], [1.24, -2.99, 0.50], [-0.52, -7.76, 1.25]],
  "mulliken_charge": [2.490, -0.092, -0.138, -0.046, -0.450, -0.247, -0.742, -0.588, -0.699, 1.308, 0.153, 0.088, 0.257, 1.377, -0.676, -1.174, -0.259, -0.735, -0.536, -0.729, -0.586, -0.612, -0.449, -0.604, -0.046, -0.295, 0.406, 1.411, -0.747, -0.849, 0.142, -0.642, -0.542, -0.801, 0.280, -0.501, -1.045, -0.635, -0.592, -0.983, -0.172, -0.221, -0.306, -0.818, -0.640, -0.936, -0.750, -0.742, -0.452, -0.073, 0.444, -0.185, 0.212, -0.708, -0.629, 0.748, -0.774, -1.195, -0.629, -0.684, -0.865, -0.936, 0.497, -0.686, -0.704, 1.112, -0.632, -0.635, 0.552, -0.175, 0.255, 0.414, 0.409, 0.385, 0.389, 0.418, 0.427, 0.305, 0.355, 0.452, 0.454, 0.400, 0.252, 0.397, 0.449, 0.451, 0.505, 0.401, 0.524, 0.354, 0.222, 0.417, 0.905, 0.340, 0.262, 0.283, 0.399, 0.434, 0.246, 0.481, 0.408, -0.269, -0.193, 0.486, 0.255, 0.194, 0.374, 0.550, 0.383, 0.260, 0.429, 0.294, 0.259, 0.543, 0.434, 0.457, 0.465, 0.481, 0.015, 0.470, 0.383, 0.434, 0.415, 0.272, 0.319],
  "total_energy_ev": -122977.3387,
  "mol_weight_g_mol": 1131.03,
  "gap_ev": 5.95
}

***

No. 2
{
  "formula": "CH6BNO3",
  "method": "the ωB97M-V functional and the def2-TZVPD basis",
  "species": ["O", "O", "O", "N", "C", "B", "H", "H", "H", "H", "H", "H"],
  "xyz": [[1.17, 2.25, 1.83], [1.25, -0.06, 1.60], [-0.52, 1.16, 0.58], [-1.24, -0.59, 0.03], [-0.93, -0.57, -1.31], [0.65, 1.17, 1.27], [-1.14, -1.63, -1.74], [0.11, -0.28, -1.49], [-0.44, -0.83, 0.55], [2.08, 0.08, 2.06], [-1.74, 0.12, -1.89], [0.71, 3.05, 1.82]],
  "mulliken_charge": [-0.438, -0.619, -0.604, -0.279, -0.524, 0.643, 0.313, 0.277, 0.420, 0.302, 0.221, 0.287],
  "e_above_lowest_ev": 0.996,
  "total_energy_ev": -9443.4420,
  "mol_weight_g_mol": 90.87,
  "gap_ev": 9.83
}

***

No. 3
{
  "formula": "C4H8O2",
  "method": "the ωB97M-V functional and the def2-TZVPD basis",
  "species": ["O", "O", "C", "C", "C", "C", "H", "H", "H", "H", "H", "H", "H", "H"],
  "xyz": [[0.67, -0.60, 2.03], [-1.85, 0.33, 1.68], [-0.98, 0.30, 0.61], [1.47, 0.87, -1.11], [1.32, -0.10, -0.21], [0.27, -0.11, 0.82], [-1.34, 0.63, -0.36], [0.84, 1.75, -1.09], [-1.24, -1.38, -2.17], [-0.11, -0.60, 2.61], [1.99, -0.96, -0.18], [-2.74, 0.16, 1.37], [-0.55, -1.11, -2.13], [2.25, 0.81, -1.86]],
  "mulliken_charge": [-0.545, -0.538, -0.062, -0.686, -0.450, 0.473, 0.307, 0.273, 0.171, 0.320, 0.309, 0.320, -0.163, 0.271],
  "e_above_lowest_ev": 2.898,
  "smiles": "C=C/C(O)=C/O.[H][H]",
  "total_energy_ev": -8370.3835,
  "mol_weight_g_mol": 88.11,
  "gap_ev": 8.80
}

***

No. 4
{
  "formula": "C2H5O2S2",
  "method": "the ωB97M-V functional and the def2-TZVPD basis",
  "species": ["S", "S", "O", "O", "C", "C", "H", "H", "H", "H", "H"],
  "xyz": [[-0.70, -0.30, 1.18], [-1.15, 0.21, -0.84], [2.40, 0.76, 0.18], [1.68, -0.09, -1.83], [2.58, 0.30, -0.98], [-2.39, -0.64, 1.76], [-2.96, 0.29, 1.82], [-2.89, -1.32, 1.09], [0.21, 0.22, -1.31], [3.63, -0.03, -1.24], [-2.25, -1.05, 2.83]],
  "mulliken_charge": [0.246, -0.068, -0.616, -0.689, 0.185, -0.810, 0.339, 0.340, 0.432, 0.339, 0.302],
  "spin_multiplicity": 2,
  "e_above_lowest_ev": 0.967,
  "s2": 0.755,
  "total_energy_ev": -27918.0594,
  "mol_weight_g_mol": 125.19,
  "gap_ev": [7.61, 4.86]
}

***

No. 5
{
  "formula": "C24H27N5O2S",
  "method": "the ωB97M-V functional and the def2-TZVPD basis",
  "species": ["S", "O", "O", "N", "N", "N", "N", "N", "C", "C", "C", "C", "C", "C", "C", "C", "C", "C", "C", "C", "C", "C", "C", "C", "C", "C", "C", "C", "C", "C", "C", "C", "H", "H", "H", "H", "H", "H", "H", "H", "H", "H", "H", "H", "H", "H", "H", "H", "H", "H", "H", "H", "H", "H", "H", "H", "H", "H", "H"],
  "xyz": [[0.38, 4.07, 3.04], [-1.09, -2.53, -4.77], [-0.38, 2.51, -0.96], [1.01, -0.83, 2.36], [-0.61, -1.83, -2.68], [1.87, 0.96, 3.36], [0.04, 0.65, 0.24], [-0.43, -0.89, -1.77], [-0.29, 1.30, -0.90], [2.39, -0.13, 4.02], [-0.90, 2.16, -3.78], [-1.29, 0.17, -5.69], [-1.03, 1.83, 2.10], [1.83, -1.25, 3.37], [-1.18, 2.49, -5.09], [-0.51, 0.37, -2.06], [-0.84, 2.73, 3.31], [2.15, -2.54, 3.80], [3.26, -0.25, 5.09], [1.06, 0.47, 2.38], [-0.92, -1.60, -4.01], [0.30, 1.36, 1.46], [-1.00, -0.18, -4.37], [-3.07, -5.52, -0.42], [-1.37, 1.49, -6.05], [-0.38, 4.93, 1.64], [-0.81, 0.82, -3.39], [-1.74, -5.06, -1.02], [3.02, -2.66, 4.87], [-1.84, -3.64, -1.58], [-0.51, -3.19, -2.18], [3.56, -1.54, 5.50], [3.68, 0.61, 5.58], [3.29, -3.64, 5.22], [-2.13, -2.95, -0.79], [-1.59, 1.76, -7.07], [0.27, -3.21, -1.42], [-0.24, -3.82, -3.03], [2.05, 1.93, 3.55], [-1.45, -5.74, -1.82], [0.90, 2.25, 1.23], [0.21, 5.83, 1.47], [0.08, -0.36, 0.26], [1.73, -3.40, 3.31], [-0.74, 2.93, -3.04], [-1.43, -0.63, -6.40], [-0.35, 4.30, 0.75], [-1.61, 0.96, 2.39], [-2.61, -3.61, -2.36], [-0.45, 2.17, 4.16], [4.24, -1.68, 6.33], [-1.40, 5.20, 1.89], [-2.98, -6.52, -0.02], [-1.78, 3.19, 3.59], [-1.24, 3.52, -5.38], [-3.85, -5.51, -1.17], [-3.37, -4.85, 0.39], [-1.59, 2.37, 1.32], [-0.97, -5.09, -0.25]],
  "mulliken_charge": [-0.174, -0.714, -0.805, -0.669, 0.339, 0.079, -0.101, -0.655, 0.060, 0.651, -0.691, -0.489, -1.087, 0.490, -0.588, 0.668, -0.784, -0.894, -0.967, -0.150, 0.388, 0.087, 0.087, -1.302, -0.531, -0.545, 0.908, -0.243, -0.434, -0.373, -1.234, -0.466, 0.401, 0.378, 0.286, 0.406, 0.343, 0.450, 0.184, 0.298, 0.604, 0.392, 0.461, 0.465, 0.578, 0.477, 0.032, 0.329, 0.275, 0.370, 0.385, 0.237, 0.382, 0.551, 0.428, 0.338, 0.336, 0.460, 0.293],
  "e_above_lowest_ev": 0.013,
  "smiles": "CCCCn1nc(C(=O)N[C@@H](CCSC)c2nc3ccccc3[nH]2)c2ccccc2c1=O",
  "total_energy_ev": -47709.1254,
  "mol_weight_g_mol": 449.58,
  "gap_ev": 8.60
}